Record 1
Entry from OMol25: the molecule C4H12N4 in a non-equilibrium geometry (the ωB97M-V functional and the def2-TZVPD basis).

The geometry in ORCA input format:
```
! RIJCOSX wB97M-V def2-TZVPD def2/J DEFGRID3
* xyz 0 1
C 1.47 -2.02 -1.29
C 1.19 0.97 0.40
C -0.21 1.20 0.90
C -1.33 1.27 -0.17
H 2.31 -2.34 -0.72
H 1.92 -1.38 -2.17
H 0.88 -2.84 -1.73
H 0.02 -0.61 -0.68
H 1.87 1.86 0.46
H -0.16 2.15 1.47
H -0.15 0.37 2.73
H -0.35 -0.79 1.66
H -2.13 1.87 0.34
H -0.78 1.91 -0.92
H -2.17 -0.60 0.12
H -2.54 0.10 -1.26
N 0.82 -1.12 -0.34
N 1.73 -0.15 0.03
N -0.62 0.14 1.82
N -1.81 0.00 -0.63
*
```

The calculation puts the LUMO energy at 0.0366 hartree. As for the HOMO energy: -8.203 eV. The relative energy (zero: lowest compared OMol25 entry of this formula, charge and spin) is 60.4 kcal per mole. The SMILES is CN/N=C\[C@H](N)CN.



Record 2
Entry from OMol25: an isolated ion of composition C4H12N4 and charge +2 in a non-equilibrium geometry (the ωB97M-V functional and the def2-TZVPD basis).

The geometry in ORCA input format:
```
! RIJCOSX wB97M-V def2-TZVPD def2/J DEFGRID3
* xyz 2 1
C -1.34 -0.11 -0.37
C -0.82 1.06 -0.05
C 0.58 1.09 0.41
C 1.04 -0.33 -0.12
N -0.26 -1.03 -0.36
N 1.79 -1.20 0.74
N -1.74 2.21 0.28
N -0.15 -2.18 -1.09
H -2.24 -0.31 -0.85
H 1.22 1.62 -0.27
H 0.74 1.26 1.49
H 1.65 -0.11 -1.01
H 2.93 -1.34 0.64
H 1.37 -2.14 0.49
H -1.54 2.53 1.35
H -2.76 2.04 0.13
H -1.48 3.08 -0.34
H -0.41 -3.08 -0.73
H 1.61 -0.89 1.71
H -0.18 -2.17 -2.08
*
```

The calculation puts the LUMO energy at -0.2560 hartree. As for the HOMO energy: -16.967 eV. The relative energy (zero: lowest compared OMol25 entry of this formula, charge and spin) is 51.0 kcal per mole. The SMILES is NN1C=C([NH3+])C[C@H]1[NH3+].



- Among the records above, which one has the lowest relative energy (zero: lowest compared OMol25 entry of this formula, charge and spin)?
  number 2



- Which formula does entry 1 have?
  C4H12N4